1.
DFT (ωB97M-V with the def2-TZVPD basis set) results for C17H10BrClI3N2RhS2 as an isolated structure.

Last column: Mulliken charge in e.
CARTESIAN COORDINATES (ANGSTROEM)
Rh (-0.985, 1.534, 0.731)  0.515
S (-2.308, 3.352, 0.440)  -0.396
C (-1.390, 3.806, -0.958)  0.679
S (-0.197, 2.579, -1.167)  -0.255
C (-1.599, 4.901, -1.742)  0.457
C (-0.773, 5.130, -2.883)  -0.110
N (-0.093, 5.315, -3.792)  -0.471
C (-2.646, 5.819, -1.436)  -0.164
N (-3.492, 6.558, -1.190)  -0.467
Cl (2.898, 1.784, -0.339)  -0.144
C (2.090, 0.532, 0.528)  0.663
C (2.436, -0.775, 0.237)  -0.864
C (1.882, -1.822, 0.958)  -0.131
C (0.994, -1.566, 1.988)  -1.102
C (0.645, -0.256, 2.271)  -0.039
C (1.150, 0.837, 1.538)  -0.481
C (0.627, 2.180, 1.798)  -1.041
H (3.149, -0.962, -0.553)  0.490
H (2.161, -2.839, 0.718)  0.603
H (0.584, -2.373, 2.578)  0.446
H (-0.001, -0.048, 3.111)  0.846
H (1.150, 3.013, 1.342)  0.383
H (0.311, 2.381, 2.817)  0.348
Br (0.640, -0.669, -2.832)  -0.046
C (0.206, -2.204, -1.830)  0.184
C (1.043, -3.310, -1.922)  -0.417
C (0.784, -4.443, -1.170)  -0.616
C (-0.308, -4.477, -0.315)  -0.514
C (-1.148, -3.379, -0.227)  -0.463
C (-0.899, -2.246, -0.991)  0.015
I (-2.245, -0.663, -0.856)  0.173
H (1.896, -3.271, -2.585)  0.433
H (1.439, -5.300, -1.254)  0.402
H (-0.513, -5.358, 0.276)  0.391
H (-2.006, -3.397, 0.432)  0.456
I (-2.590, 1.090, 2.863)  0.298
I (-2.892, -1.453, 3.416)  -0.062

Summary:
Energy relative to the best compared isomer or geometry (same formula, charge and spin) in kJ/mol: 0.00
Charge: 0
HOMO in eV: -7.982
Gap between HOMO and LUMO in eV: 5.5

2.
DFT (ωB97M-V with the def2-TZVPD basis set) results for C17H10N5ORhSSe as an isolated structure at a distorted geometry.

Last column: Mulliken charge in e.
CARTESIAN COORDINATES (ANGSTROEM)
Rh (-0.026, 0.035, -0.049)  0.792
O (1.937, 0.094, -0.021)  -0.702
N (2.551, 1.267, -0.044)  0.389
C (3.906, 1.297, -0.072)  -0.163
C (4.577, 2.491, -0.112)  -0.725
C (3.866, 3.694, -0.121)  -0.201
C (2.480, 3.648, -0.084)  -0.808
C (1.828, 2.427, -0.043)  0.884
S (0.103, 2.290, 0.020)  -0.515
H (4.393, 0.336, -0.062)  0.437
H (5.654, 2.490, -0.136)  0.404
H (4.380, 4.637, -0.151)  0.418
H (1.881, 4.543, -0.086)  0.440
Se (-5.361, -5.378, -0.001)  0.309
N (-5.378, -3.562, 0.003)  -0.847
C (-4.139, -3.118, -0.009)  0.785
C (-3.786, -1.738, -0.002)  0.336
C (-4.707, -0.694, 0.000)  -0.269
C (-4.224, 0.623, 0.002)  -0.926
C (-2.872, 0.877, 0.005)  0.051
N (-1.949, -0.108, 0.006)  -0.105
C (-2.398, -1.414, 0.006)  0.134
C (-1.412, -2.400, 0.011)  -0.145
N (-0.112, -1.956, 0.024)  -0.644
C (0.878, -2.856, 0.009)  -0.158
C (0.635, -4.218, 0.003)  -0.875
C (-0.677, -4.704, -0.002)  -0.325
C (-1.730, -3.793, -0.004)  0.286
C (-3.106, -4.150, -0.009)  0.812
N (-3.546, -5.391, 0.010)  -0.841
H (-5.762, -0.913, -0.002)  0.571
H (-4.909, 1.452, -0.002)  0.421
H (-2.504, 1.894, 0.004)  0.333
H (1.884, -2.460, 0.001)  0.446
H (1.468, -4.901, 0.002)  0.431
H (-0.894, -5.760, -0.006)  0.569

Summary:
Charge: +1
2S+1: 2
HOMO (alpha / beta) in eV: -10.994 / -10.971
Gap between HOMO and LUMO (alpha / beta) in eV: 6.8 / 6.5